a) {
  "formula": "C5H10FP",
  "method": "ωB97M-V/def2-TZVPD",
  "symbols": ["P", "F", "C", "C", "C", "C", "C", "H", "H", "H", "H", "H", "H", "H", "H", "H", "H"],
  "xyz": [[-1.24106, -2.52161, 0.93428], [0.59782, -2.13103, -1.10524], [-0.04703, 0.30727, -0.83806], [0.18455, -1.69090, 0.05888], [1.30369, -1.25187, 0.93046], [0.11591, 1.39724, -0.11214], [-0.34370, 2.72640, -0.70299], [0.56546, 3.34695, -1.17199], [0.35556, 1.30929, 0.89173], [2.23498, -1.10051, 0.34256], [-2.01976, -1.40331, 1.42711], [-0.96935, 2.56796, -1.61526], [-1.01192, 3.29103, -0.05039], [-0.27278, 0.11471, -1.87256], [0.93991, -0.28202, 1.33734], [-1.92247, -2.74845, -0.16745], [1.53020, -1.93118, 1.71375]],
  "orbital_gap_ev": 9.0
}

***

b) {
  "formula": "C5H10FP",
  "method": "ωB97M-V/def2-TZVPD",
  "symbols": ["P", "F", "C", "C", "C", "C", "C", "H", "H", "H", "H", "H", "H", "H", "H", "H", "H"],
  "xyz": [[-0.66436, 0.02669, -0.12302], [0.52649, -2.32470, 0.43337], [2.25518, 0.83047, -0.09005], [-2.37130, -0.24551, -0.52002], [0.75887, -1.12261, -0.34822], [2.02382, -0.59058, 0.25581], [-3.44840, 0.27068, 0.19155], [3.09078, 1.20928, 0.47194], [2.75926, -1.27039, -0.02608], [-0.53132, 0.99434, 0.96255], [-4.42319, 0.04787, -0.05098], [-0.37127, 0.93394, -1.07470], [2.70159, 0.70133, -1.09242], [1.97870, -0.79749, 1.29516], [-3.29286, 0.76943, 1.16234], [1.43079, 1.55654, -0.10709], [-2.42280, -0.98928, -1.34012]],
  "orbital_gap_ev": 7.0,
  "smiles": "C=C[PH2]=C(F)CC"
}

***

Verdict on stability: a) comes out on top.

***

a) {
  "formula": "C2H3N3O3",
  "method": "ωB97M-V/def2-TZVPD",
  "symbols": ["O", "O", "O", "N", "N", "N", "C", "C", "H", "H", "H"],
  "xyz": [[2.24403, -0.48778, 0.61981], [0.13560, -2.01700, -1.27278], [-1.60071, 1.80714, 0.29712], [-1.03654, 0.01391, -0.87434], [0.24588, 0.68672, 1.00445], [0.79317, -0.61822, 0.66069], [-0.69580, 0.89101, 0.14303], [0.05709, -0.98109, -0.68713], [2.58739, -1.63829, 0.80948], [-1.09779, 2.61542, 0.89362], [-1.63233, -0.27183, -1.59394]],
  "orbital_gap_ev": 9.4
}

***

b) {
  "formula": "C2H3N3O3",
  "method": "ωB97M-V/def2-TZVPD",
  "symbols": ["O", "O", "O", "N", "N", "N", "C", "C", "H", "H", "H"],
  "xyz": [[0.08906, -1.29933, 0.35575], [2.09285, -0.01658, 0.69663], [0.59237, 1.51589, -1.60713], [0.98386, -0.42721, -0.28311], [-0.97963, 0.81247, -0.10401], [-2.28770, -0.85820, 1.10087], [-1.21705, -0.47299, 0.59553], [0.13010, 0.74901, -0.70757], [2.65430, -0.54598, 0.17118], [-2.32609, -1.82124, 1.47572], [-0.01635, 2.42183, -1.53292]],
  "orbital_gap_ev": 10.1,
  "smiles": "[H]/N=c1/nc(O)n(O)o1"
}

***

Verdict on stability: a) comes out on top.

***

a) {
  "formula": "C6H13N",
  "method": "ωB97M-V/def2-TZVPD",
  "symbols": ["N", "C", "C", "C", "C", "C", "C", "H", "H", "H", "H", "H", "H", "H", "H", "H", "H", "H", "H", "H"],
  "xyz": [[-0.35469, -0.22872, -0.30041], [-1.26535, 0.93602, -0.29446], [-1.28219, 1.74778, -1.56414], [1.84110, -0.62007, 0.68677], [-0.54362, -1.13581, 0.83373], [0.85158, -1.67973, 1.22665], [1.06829, 0.12577, -0.42809], [1.93710, 0.17106, 1.42758], [2.74847, -1.11164, 0.36026], [-2.25454, 0.52328, -0.07657], [-1.40096, 1.07660, -2.43000], [-0.41187, 2.35657, -1.78511], [-1.17474, -1.95291, 0.47401], [-1.00236, -0.62729, 1.68310], [0.94178, -1.91805, 2.28165], [1.21145, 1.19659, -0.25242], [0.94350, -2.65181, 0.73943], [1.37945, 0.00822, -1.46565], [-2.22738, 2.27057, -1.71670], [-1.00502, 1.51357, 0.60038]],
  "charge": 1,
  "orbital_gap_ev": [13.3, 8.8],
  "spin_multiplicity": 2
}

***

b) {
  "formula": "C6H13N",
  "method": "ωB97M-V/def2-TZVPD",
  "symbols": ["N", "C", "C", "C", "C", "C", "C", "H", "H", "H", "H", "H", "H", "H", "H", "H", "H", "H", "H", "H"],
  "xyz": [[0.53794, 0.08303, 3.02567], [0.97897, 0.66783, 0.50463], [1.01391, -0.70819, -0.33511], [-0.32917, -1.19989, -1.00040], [-1.45967, 0.47028, -2.41973], [-0.00738, 0.79646, 1.84249], [-0.55845, -0.47307, -2.24660], [-1.69096, 1.11521, -3.34927], [0.14910, -0.87043, -2.93492], [0.66948, 1.48610, -0.09966], [1.36840, -1.37666, 0.47515], [-1.03575, 0.62558, 1.60255], [-0.31979, -2.29664, -1.25739], [1.68398, -0.42242, -1.22936], [2.06035, 0.90850, 0.66848], [0.01842, 0.52414, 3.79798], [-2.33012, 0.54316, -1.82556], [-1.09662, -0.89809, -0.23043], [0.11731, 1.90479, 1.93570], [0.23004, -0.87970, 3.07578]],
  "charge": 1,
  "orbital_gap_ev": [8.3, 3.6],
  "spin_multiplicity": 2
}

***

Verdict on stability: a) comes out on top.

***

a) {
  "formula": "C6H9N3OS",
  "method": "ωB97M-V/def2-TZVPD",
  "symbols": ["S", "O", "N", "N", "N", "C", "C", "C", "C", "C", "C", "H", "H", "H", "H", "H", "H", "H", "H", "H"],
  "xyz": [[0.57516, 0.61879, -0.97177], [-0.21945, 1.15879, -2.05403], [1.32361, -0.65375, -1.31709], [-1.57072, -0.63237, 0.38314], [-0.48524, 0.96919, 1.67309], [1.94372, 1.76658, -0.67283], [-2.46735, -0.78304, 1.31075], [-1.43217, 0.86180, 2.61440], [-0.68594, 0.36098, 0.55674], [-2.52229, 0.04136, 2.43990], [0.43413, -1.67947, -1.84136], [0.50757, -2.73142, -1.23858], [2.42112, 1.43612, 0.17551], [-3.12421, -1.63946, 1.17145], [2.53767, 1.67246, -1.63112], [0.76287, -1.84288, -2.87852], [-1.17172, 1.36758, 3.61244], [-0.62649, -1.34868, -1.63266], [1.72268, 2.78305, -0.36182], [-3.37291, 0.11955, 3.10944]],
  "orbital_gap_ev": 8.9,
  "smiles": "CN=[S@@](C)(=O)c1ncccn1"
}

***

b) {
  "formula": "C6H9N3OS",
  "method": "ωB97M-V/def2-TZVPD",
  "symbols": ["S", "O", "N", "N", "N", "C", "C", "C", "C", "C", "C", "H", "H", "H", "H", "H", "H", "H", "H", "H"],
  "xyz": [[-1.51296, -0.68199, 0.15267], [-1.88206, -1.37996, -1.08306], [-1.92700, 0.90950, 0.01854], [1.04435, -1.51691, -0.46979], [0.87793, 0.59251, 0.59722], [2.19837, 0.74520, 0.47942], [-1.68922, 1.67945, -1.23692], [-2.10389, -1.16628, 1.57928], [0.36277, -0.52040, 0.08328], [3.04674, -0.23780, -0.00702], [2.40806, -1.44006, -0.43253], [-2.02590, 1.16183, -2.03847], [-2.30310, 2.59129, -1.14289], [3.00856, -2.33409, -0.91138], [-2.49934, -2.20127, 1.64564], [-1.61884, 1.41497, 0.81999], [-1.47789, -1.09028, 2.35506], [4.02884, 0.04639, 0.01983], [2.66431, 1.74503, 0.88651], [-0.59973, 1.68287, -1.31538]],
  "orbital_gap_ev": 8.1,
  "smiles": "C=[S@@](=O)(NC)c1ncccn1"
}

***

Verdict on stability: a) comes out on top.

***

a) {
  "formula": "C2H11N4O",
  "method": "ωB97M-V/def2-TZVPD",
  "symbols": ["O", "N", "N", "N", "N", "C", "C", "H", "H", "H", "H", "H", "H", "H", "H", "H", "H", "H"],
  "xyz": [[-2.37080, -1.37542, -0.24922], [0.98829, 1.59058, -0.42735], [-2.01012, -0.04254, 0.12904], [2.32601, -0.00834, 0.59894], [0.62789, -1.84451, 0.15854], [-2.94834, 0.80993, 0.33770], [2.09536, 1.12807, 0.06899], [0.98071, 2.33040, -1.04055], [1.17967, -2.64192, 0.28829], [3.49592, 2.78634, -0.59417], [-3.88734, 0.54747, 0.03146], [-3.06959, -1.32815, -0.83651], [1.48893, -0.75642, 0.48285], [-2.56465, 1.82975, 0.60679], [3.30257, -0.27221, 0.65652], [0.03381, 1.07205, -0.19952], [-0.14308, -1.90247, 0.79368], [0.47475, -1.92259, -0.80547]],
  "charge": 1,
  "orbital_gap_ev": [9.2, 9.6]
}

***

b) {
  "formula": "C2H11N4O",
  "method": "ωB97M-V/def2-TZVPD",
  "symbols": ["O", "N", "N", "N", "N", "C", "C", "H", "H", "H", "H", "H", "H", "H", "H", "H", "H", "H"],
  "xyz": [[-0.77859, 1.34148, 0.62145], [0.24800, -0.63893, 0.59447], [1.20732, -1.59867, 0.38446], [-1.69253, 0.01036, -2.11735], [-1.04178, -1.03852, 0.56478], [1.71277, 1.28761, 0.72851], [0.34058, 0.62479, 0.73423], [-0.67075, 2.22269, 0.94495], [2.40495, 0.65438, 1.20255], [-1.37167, 0.91837, -2.20505], [1.63627, 2.19481, 1.30624], [2.14853, -1.44379, 0.71077], [2.08293, 1.42990, -0.25144], [-1.33311, -1.04741, -0.45596], [-1.93922, -0.32333, -3.01794], [-2.43998, -0.15147, -1.49493], [0.64585, -2.47588, 0.72387], [-1.15957, -1.96639, 1.02637]],
  "charge": 1,
  "orbital_gap_ev": 10.6
}

***

Verdict on stability: b) comes out on top.

***

a) {
  "formula": "C4H7N2O2",
  "method": "ωB97M-V/def2-TZVPD",
  "symbols": ["O", "O", "N", "N", "C", "C", "C", "C", "H", "H", "H", "H", "H", "H", "H"],
  "xyz": [[3.05614, 0.87802, -0.11914], [0.58070, -2.17742, -0.03728], [-0.43562, -1.46016, 0.00521], [0.68916, 0.59141, 0.03548], [1.95026, 0.27187, 0.12964], [3.04812, -0.58744, 0.15679], [-1.73080, 0.75464, 0.14621], [-0.50035, -0.13812, 0.00985], [-1.53795, 1.79581, -0.13469], [-2.47190, 0.53977, -0.66723], [0.72365, 1.61298, -0.20686], [3.60711, -0.97284, 1.02315], [3.27865, -1.19179, -0.73404], [-2.28711, 0.78207, 1.09043], [-1.31537, -2.00261, 0.21010]],
  "charge": 1,
  "orbital_gap_ev": [8.5, 8.5],
  "smiles": "CC(=[NH+]/[O-])/[NH+]=C1\\CO1"
}

***

b) {
  "formula": "C4H7N2O2",
  "method": "ωB97M-V/def2-TZVPD",
  "symbols": ["O", "O", "N", "N", "C", "C", "C", "C", "H", "H", "H", "H", "H", "H", "H"],
  "xyz": [[-2.75979, 0.81156, 0.37803], [1.79391, -1.05611, 1.03237], [-1.78895, 0.25139, 2.41603], [-0.45181, 0.08393, -1.23501], [-0.35130, -0.18139, 0.22978], [0.91378, -0.61409, 0.16097], [-1.95157, 0.40816, 1.13169], [0.96140, -0.40473, -1.34307], [2.62820, -1.31802, 0.62288], [-0.94228, -0.13802, 2.79924], [-1.16690, -0.46807, -1.72184], [1.64408, 0.36706, -1.70001], [-2.54594, 0.47759, 3.04805], [-0.61165, 1.06778, -1.47732], [1.05592, -1.29905, -1.96137]],
  "charge": 1,
  "orbital_gap_ev": 10.9
}

***

c) {
  "formula": "C4H7N2O2",
  "method": "ωB97M-V/def2-TZVPD",
  "symbols": ["O", "O", "N", "N", "C", "C", "C", "C", "H", "H", "H", "H", "H", "H", "H"],
  "xyz": [[-1.09209, 1.28073, -1.15040], [-3.29804, -0.06233, 1.06070], [-1.36406, 0.34887, -0.28442], [0.94572, -0.38636, 0.15463], [1.24681, 0.94072, 0.64329], [-0.50547, -0.73975, -0.12409], [-2.33507, 0.10060, 0.41834], [0.58015, -0.87251, -1.14978], [0.76332, 1.66010, -0.11271], [0.48463, -0.08288, -1.84997], [2.23270, 1.33758, 0.92230], [-0.90978, -1.47620, 0.39751], [0.93371, 1.03503, 1.74392], [0.93770, -1.84269, -1.43141], [1.37977, -1.24091, 0.76207]],
  "charge": 1,
  "orbital_gap_ev": 8.8,
  "smiles": "C[N@@H+]1C[C@@H]1[N+]([O-])=C=O"
}

***

Verdict on stability: b) comes out on top.